Entry 1:
A structure of composition C46H46BLuN7O3STe at a distorted geometry. Source: OMol25; level of theory: the ωB97M-V functional and the def2-TZVPD basis.

The total energy is -4315.904551 a.u. The calculation puts the strongest force on any atom at 4.14 eV Å⁻¹. The total charge is +1. The calculation puts the HOMO-LUMO gap at 5.8 eV.

Cartesian coordinates (Å):
1 C -3.5457 -0.3828 -0.3888
2 C 0.9030 -4.8671 3.0782
3 H -3.5985 -1.1649 -3.0583
4 H -4.4203 -5.6109 3.3554
5 N 2.0713 2.3290 3.9039
6 H -3.3250 -2.8442 -1.7209
7 C 5.0974 6.0784 -5.7024
8 C 1.5924 3.3783 -0.7654
9 H 3.8232 1.9115 -1.4200
10 H -3.6377 2.1240 3.7871
11 H -1.4630 -1.6675 2.9012
12 H 6.1977 5.9429 -5.7947
13 C -1.2038 0.2558 -1.0811
14 O -3.6036 0.3759 0.6371
15 B 0.9155 2.1479 5.0206
16 H -7.9239 -1.6839 0.0501
17 H 1.5740 -5.5424 6.4795
18 H 0.2959 -2.5461 -0.0194
19 H -1.7743 2.4034 5.8167
20 C 4.4062 1.2909 -3.3568
21 C 4.2066 0.3827 -4.4010
22 H 2.4627 7.4449 -7.2481
23 C 1.2797 4.0151 -2.1672
24 H 1.6861 3.3737 -2.9469
25 C 3.0190 6.8093 -6.5584
26 C -3.7960 -4.7760 3.2467
27 H -5.9561 -0.2250 0.5198
28 C -5.8490 -1.1527 -0.0084
29 C -6.8853 -1.9766 -0.2113
30 C 3.1163 3.1284 4.1892
31 C -2.5071 -0.2605 -1.4221
32 C -1.6616 2.0914 4.7780
33 C -1.8735 1.4387 2.6183
34 H -1.5635 -0.0180 -5.9055
35 C 1.2709 -4.9344 5.5931
36 H 4.9265 6.8678 -7.6344
37 H 0.2110 4.1635 -2.3012
38 C 3.0291 -0.3872 -4.3762
39 C 2.1941 0.7235 -2.4327
40 H 5.3747 1.7593 -3.2020
41 C -5.3162 -3.5489 -1.2294
42 H 1.3727 -6.6120 4.1813
43 C 3.6194 1.7405 2.5191
44 C 4.4876 5.6481 -4.5674
45 H -5.1688 -4.5491 -1.6092
46 H -2.9909 -5.3925 1.3636
47 C -2.6411 -0.6310 -2.7657
48 H 1.2286 1.0936 5.5511
49 H -1.1043 -1.5243 -5.3894
50 C 2.0487 -0.2683 -3.4466
51 H 2.8637 -1.1272 -5.1232
52 C -6.5897 -3.2293 -0.7599
53 N 1.2090 2.0090 -0.5941
54 C -3.8667 -3.7084 4.1744
55 C 0.9814 -2.7510 1.8778
56 C -3.0253 -2.6118 4.0259
57 C -1.2451 -3.5443 0.8253
58 H -2.2682 1.1035 1.6729
59 H 1.4344 -5.2077 2.1572
60 C 3.1466 5.9003 -4.3427
61 C 3.4985 1.3810 -2.3198
62 C -1.6886 -0.3500 -3.7912
63 H 5.2324 2.8900 3.4987
64 H 2.6645 3.4390 -0.6446
65 C 0.9935 1.1770 -1.6294
66 C -1.8491 -0.8206 -5.1714
67 H 4.0676 1.2612 1.6326
68 C -4.3019 -2.6412 -1.2508
69 H -3.0672 -1.8188 4.7776
70 C 4.1823 2.6916 3.3864
71 H -0.1317 1.0453 -4.2431
72 H 1.1681 -0.9492 -3.4917
73 H 1.7280 -3.9435 5.6412
74 C 2.3621 6.3322 -5.4044
75 H 1.5422 -3.0384 3.8029
76 H -4.6427 -3.7351 4.9567
77 C -2.5974 1.8892 3.6962
78 N -0.4535 1.9393 4.2609
79 N 2.3155 1.4636 2.8366
80 C -2.1007 -2.5483 2.9792
81 N -0.5182 1.4752 2.9506
82 H -2.8274 -1.2719 -5.3144
83 C -0.6668 0.5162 -3.4356
84 C 4.3530 6.6236 -6.7681
85 H 3.1132 3.8723 5.0393
86 C 1.6278 -5.5437 4.2809
87 H 5.0607 5.4315 -3.6640
88 S 2.1738 -1.5247 1.7570
89 Te 2.2572 5.9344 -2.3898
90 N 0.1158 -3.0121 0.8495
91 O -1.6330 -3.9019 -0.2728
92 H 0.1925 -4.7153 5.6523
93 C -0.3498 0.7045 -2.0813
94 C -2.9152 -4.6995 2.2040
95 H 1.2650 6.3594 -5.4109
96 N 0.9175 -3.4133 3.0800
97 C -2.0431 -3.5944 2.0641
98 H 1.0866 4.1167 -0.0697
99 O -0.6786 -0.0796 0.1027
100 H 4.9001 0.1592 -5.2126
101 C -4.5502 -1.4736 -0.5628
102 Lu 0.8535 0.7688 1.3529
103 H 2.7427 -5.4618 4.0975
104 H -7.3657 -3.9821 -0.9027
105 H -0.1370 -5.2420 3.0004
106 H 0.8625 3.1050 5.7584

---

Entry 2:
A structure of composition C46H47B2Cl5CsF2Ge2N11SSe. Source: OMol25; level of theory: the ωB97M-V functional and the def2-TZVPD basis.

The total energy is -11907.848554 a.u. The calculation puts the strongest force on any atom at 0.98 eV Å⁻¹. The total charge is -2. The value obtained for the energy relative to the best compared isomer or geometry (same formula, charge and spin) is 29.6 kJ/mol. The calculation puts the HOMO-LUMO gap at 6.2 eV.

Cartesian coordinates (Å):
1 Cl 1.9469 -0.2160 2.2100
2 N 2.2007 3.1358 -2.3023
3 C 0.5226 6.0549 -2.5588
4 H -0.3881 3.0048 2.2233
5 C -5.5213 -2.4925 3.8163
6 C -4.1431 -2.6655 3.9259
7 N -2.1858 -2.1745 0.0235
8 C -5.0389 2.0669 3.3346
9 H 0.1651 -4.1314 -1.6249
10 C -5.9324 -4.3491 5.2949
11 H -2.6149 -3.8811 4.8262
12 H 0.1835 5.9813 -1.5388
13 B 0.7610 3.4806 -2.7468
14 C -4.2849 0.9301 3.5886
15 C 3.2226 -6.2128 -4.8027
16 N -0.0676 3.2968 -0.2777
17 C 0.8044 7.1490 -3.3459
18 H 2.1135 -7.9755 -4.2824
19 Cl 6.0063 -3.6194 1.0639
20 C 3.3985 -4.8475 -4.6212
21 Se 3.1841 -2.2711 0.0483
22 C -5.0134 1.5454 0.9938
23 C 5.1411 -1.4026 4.2649
24 H -1.9851 2.2593 2.0266
25 H -5.9108 -1.6911 3.1983
26 C 3.4093 -1.0323 2.6305
27 N 2.4380 -2.8892 -3.3236
28 H 0.0185 1.0527 3.6735
29 Cl 7.2388 -3.0433 3.8410
30 C 2.5427 -4.2075 -3.7397
31 C -2.1568 -0.9139 6.5353
32 C -6.4089 -3.3234 4.4923
33 N 0.4225 1.2011 -3.6687
34 C 1.5418 -4.9042 -3.0617
35 C 0.2567 -2.1190 4.8403
36 H 0.2896 -1.3434 -3.9990
37 H 2.4457 6.7801 -6.3110
38 H -5.3370 2.7132 4.1517
39 H 0.5916 -6.8048 -2.7090
40 H -0.0813 -3.1169 5.1257
41 Ge -2.8196 -1.5344 2.9861
42 H -3.9483 -0.2156 0.4243
43 H 5.4105 2.8600 -2.7495
44 S -3.4559 -2.0248 -2.4422
45 C -2.7227 -2.1339 -1.0155
46 H 3.1013 -0.9424 -3.1568
47 H 4.0558 1.6074 0.7557
48 N 0.7485 4.9469 -3.2868
49 H -0.6318 3.7827 -5.2984
50 C 4.3822 2.8297 -2.4299
51 N 2.5403 2.4050 -1.2162
52 C 5.7594 -2.2721 3.3720
53 H 5.5904 1.7484 -0.1142
54 C -0.6145 0.9552 4.5539
55 H 0.7138 -2.1815 3.8546
56 N 1.1897 5.2725 -4.5255
57 C -0.3428 -0.8777 -4.7513
58 C -2.2792 3.4573 -0.6509
59 C 1.6224 7.3053 -5.8273
60 N 0.2965 2.5345 -3.8733
61 H -0.0360 -1.2233 -5.7411
62 C 5.1954 -2.5230 2.1245
63 C 4.5477 1.4398 -0.2029
64 H -1.4434 -1.1397 7.3304
65 C -0.4511 2.7750 -4.9696
66 C -4.5612 -4.5431 5.4114
67 C 3.3205 -1.8253 -3.7520
68 H -7.4765 -3.1669 4.3896
69 H -2.9498 -1.6612 6.5571
70 H -3.3411 3.4859 -0.4819
71 H 1.0014 -1.7814 5.5639
72 C -1.6198 3.5190 -1.8489
73 H 3.2080 3.9703 -3.9597
74 C -3.6829 -3.7112 4.7333
75 N 0.8991 -3.9507 -2.2902
76 H -4.0082 0.6953 4.6114
77 H -1.4603 1.6367 4.4526
78 F -0.4045 -2.2481 1.5842
79 Ge -1.2644 -0.8858 4.7723
80 C -5.4055 2.3773 2.0308
81 H 3.1605 -1.5928 -4.8070
82 C 3.8494 2.2180 -1.2772
83 Cs 0.8431 0.0983 -0.6909
84 H -1.3644 -1.2170 -4.5730
85 C 3.9917 -1.9207 1.7011
86 C -1.3775 3.1347 1.7871
87 C -1.2545 3.3105 0.3088
88 H -5.9894 3.2667 1.8261
89 N -0.2910 3.4237 -1.6072
90 F -1.9617 -3.9502 1.6008
91 H 3.8755 -6.7480 -5.4801
92 H -2.5963 0.0635 6.7442
93 H 0.7231 8.1892 -3.0780
94 H -1.8543 3.9983 2.2559
95 Cl 5.8313 -1.0998 5.8238
96 H 0.7964 7.3552 -6.5406
97 H 4.1761 -4.3050 -5.1423
98 C 1.3643 -6.2653 -3.2404
99 H -0.0276 1.2524 5.4255
100 C -0.2471 0.6079 -4.6454
101 H -6.6225 -4.9954 5.8243
102 H -1.9951 3.6089 -2.8546
103 C -3.8744 0.0806 2.5556
104 Cl 3.1701 0.3027 4.9760
105 C 2.2208 -6.9104 -4.1220
106 H -1.4194 1.3897 -6.3840
107 B -1.7582 -2.5752 1.4635
108 C -4.2513 0.4115 1.2539
109 H -4.1764 -5.3450 6.0309
110 C 3.9573 -0.7806 3.8816
111 C 1.4433 -2.7132 -2.4150
112 H -5.2893 1.7771 -0.0274
113 C 1.2170 6.5962 -4.5731
114 C 3.2948 3.4018 -3.0495
115 H 1.9391 8.3258 -5.6099
116 H 4.5257 0.3638 -0.3944
117 H 4.3600 -2.1101 -3.5852
118 C -0.8279 1.5662 -5.5012

---

Entry 3:
A structure of composition C46H47BrI2N6O2W. Source: OMol25; level of theory: the ωB97M-V functional and the def2-TZVPD basis.

The total energy is -5496.255117 a.u. The calculation puts the strongest force on any atom at 0.53 eV Å⁻¹. The spin multiplicity is 3. The total charge is +2. The value obtained for the energy relative to the best compared isomer or geometry (same formula, charge and spin) is 0.0 kJ/mol. The calculation puts the HOMO-LUMO gap (alpha / beta) at 5.9 / 4.9 eV.

Cartesian coordinates (Å):
1 C -0.0933 5.0169 -2.7956
2 I -2.1300 4.7404 1.7714
3 C -0.0823 4.2029 -1.6538
4 H -2.1302 1.5486 3.1222
5 C -2.0507 -1.0237 -5.7912
6 H 0.3519 -1.3542 -1.1715
7 H 4.3877 4.0241 3.1836
8 H 2.3200 0.7006 -3.7701
9 C 1.1085 -4.5339 -3.7059
10 H -3.1431 2.9957 -1.6580
11 I -5.2359 4.8837 0.0036
12 C 0.4330 2.4232 4.9842
13 C -3.4766 5.8936 0.5871
14 H 1.8226 -2.2810 -1.4288
15 H -1.4241 -0.5884 4.9491
16 H -3.7540 6.7379 1.2061
17 H -1.0383 -2.0459 -7.1478
18 N -2.0449 -0.5518 -4.4518
19 H -2.9611 -0.2026 -4.2119
20 H 2.4377 -6.2058 -3.4661
21 H -0.5610 -1.7126 6.6726
22 C 0.3221 0.0790 -4.2288
23 C 1.0696 4.0778 -0.8371
24 C -0.5962 -2.2915 3.9640
25 N 0.8574 3.2433 0.2836
26 H 3.0203 3.3381 5.1204
27 H -0.7973 -4.9413 -2.8147
28 W -0.7268 1.9696 0.2769
29 C 2.3566 -3.0781 1.0205
30 C 3.3683 3.6978 3.0267
31 C 1.7579 -3.8000 -4.6960
32 C -2.4028 4.4126 -3.1146
33 C 1.3308 2.8226 3.9247
34 C 2.1970 4.7626 -1.2173
35 H 1.8891 -0.8123 -0.4526
36 H 3.1077 6.0986 -2.6332
37 H -0.0306 -4.4724 0.8236
38 H 2.8198 -3.9429 -4.8562
39 O -2.9448 -0.6888 -6.5264
40 C -2.3006 3.5871 -1.9886
41 H -1.3962 1.5066 5.4647
42 H 0.5610 -0.2511 -5.2269
43 H 0.6359 -4.2216 -0.7876
44 C -0.9680 -3.4620 -4.3440
45 C -0.1149 -0.5320 1.8283
46 H 0.3388 -3.7291 2.7227
47 C 1.2773 -1.6801 -0.6973
48 H -0.6308 -5.2807 5.7193
49 C -0.7049 1.7972 4.6868
50 N -0.3739 2.2579 2.2977
51 H 2.9963 -2.2554 1.3467
52 N -0.9995 -1.8127 -6.1655
53 N -0.2875 1.0535 -1.7148
54 C 1.0656 -2.9004 -5.4887
55 C 2.1978 5.5759 -2.3731
56 C 0.8135 2.7858 2.5909
57 H -2.0401 -3.3633 -4.2345
58 C -0.3014 -2.7248 -5.3113
59 C -1.2328 0.4743 -2.4647
60 C 1.8725 -5.5067 -2.8495
61 H -2.9285 6.2133 -0.2909
62 C -0.8956 -3.2310 5.1273
63 C -0.6977 -0.0638 3.0199
64 C -0.9830 -0.0259 -3.7418
65 H -2.2288 0.4177 -2.0435
66 C -0.2023 -2.7041 6.3919
67 H 3.5311 4.0064 0.9356
68 C -1.3007 5.1099 -3.5263
69 Br -3.1024 1.3161 0.4837
70 C 2.6082 3.2939 4.1217
71 C 1.0856 5.7142 -3.1491
72 H -2.9290 -3.6459 4.4640
73 H -0.8900 -5.0961 3.9898
74 C 2.8657 3.7064 1.7237
75 H -0.8401 -3.3788 -0.3017
76 H -2.6477 -3.9381 6.1841
77 H 2.2597 -3.7775 1.8494
78 C 1.5648 3.3058 1.4775
79 C -1.0556 1.4172 3.2785
80 C -0.2625 -4.3520 -3.5488
81 H -2.8177 -2.2886 5.5903
82 C 0.1345 -3.7291 0.0455
83 H 1.7157 1.5390 -1.5155
84 H 0.8784 -2.6494 6.2498
85 C -2.4144 -3.2738 5.3514
86 H -1.3401 5.7390 -4.4067
87 C 0.2874 -1.8671 1.7060
88 N -1.1869 3.4789 -1.2813
89 H 2.5911 -4.9901 -2.2094
90 H 0.7024 2.6495 6.0072
91 C -0.4009 -4.6523 4.8590
92 H 3.1138 4.7067 -0.6597
93 C 0.0313 -2.6987 2.8011
94 H 0.6800 -4.6841 4.7093
95 H -3.3430 4.4699 -3.6435
96 C 0.9722 1.1080 -2.1699
97 O 0.0163 0.3256 0.7375
98 H 2.8625 -3.5998 0.2061
99 H 1.2044 -6.0868 -2.2143
100 H -0.4018 -3.3745 7.2285
101 C 0.9999 -2.5518 0.5247
102 H 1.0887 6.3468 -4.0263
103 C 1.3000 0.6271 -3.4206
104 C -0.9473 -0.9487 4.0487
105 H 1.5795 -2.3440 -6.2641

---

Entry 4:
A structure of composition C46H47FeN8OS3 at a distorted geometry. Source: OMol25; level of theory: the ωB97M-V functional and the def2-TZVPD basis.

The total energy is -4751.768600 a.u. The calculation puts the strongest force on any atom at 7.04 eV Å⁻¹. The spin multiplicity is 6. The total charge is +2. The value obtained for the energy relative to the best compared isomer or geometry (same formula, charge and spin) is 139.5 kJ/mol. The calculation puts the HOMO-LUMO gap (alpha / beta) at 6.6 / 7.1 eV.

Cartesian coordinates (Å):
1 C 2.2606 -3.1288 -0.7028
2 C 1.1651 -0.4049 3.7258
3 H -2.6775 -5.5821 3.6815
4 S -1.7352 0.6279 -0.6559
5 C -1.5271 0.3846 -2.4092
6 C -1.3163 -5.6826 -2.1809
7 C 1.2234 -1.9183 5.6361
8 C -3.2490 3.0200 -0.5863
9 N -2.1253 -0.8570 -0.1660
10 S -1.4286 -2.2916 0.1726
11 H 0.0351 4.4276 -3.8175
12 H -3.9189 -4.1042 -3.5972
13 C -0.6050 0.6297 -5.0422
14 H 6.3097 2.5088 1.2656
15 N 0.6439 3.0305 1.5865
16 C -2.8766 -4.6366 3.2333
17 H -1.4892 3.6018 1.7609
18 C 1.2965 -1.5094 2.8788
19 H 3.2689 -1.3708 -2.2048
20 H -6.4678 3.8610 -0.2450
21 C 0.0407 -0.2024 -4.1353
22 C 2.1974 5.2476 -1.2113
23 H -0.2287 0.7168 -6.1025
24 S 1.2356 -1.3840 1.0904
25 C -0.4545 3.8041 2.0457
26 N 3.0821 2.0159 0.9299
27 C -3.2880 1.6275 -0.4627
28 H 2.9390 -4.2274 -2.4557
29 C 3.8696 -2.3366 0.8195
30 H -0.4827 5.7371 3.1167
31 H -4.9164 -1.9784 3.6982
32 H 1.8429 6.2876 -1.2625
33 H 4.5880 0.7426 0.2168
34 C 4.3927 1.6139 0.7761
35 H 5.8857 -2.8827 0.5336
36 H -2.3049 3.5056 -0.7332
37 H 0.8027 2.2432 -2.4862
38 H 1.5264 -3.9972 5.1634
39 H 1.1027 -2.0568 6.6818
40 H -2.5843 -6.0505 -3.9391
41 C 1.1768 -0.6060 5.1110
42 C 1.1553 4.4014 -1.9591
43 O 3.5310 -0.7974 -2.9560
44 C 0.0605 4.8757 2.7572
45 N 1.2481 -0.0476 0.4431
46 H 3.2350 5.2470 -1.6428
47 H 0.2702 -0.8338 -2.1219
48 H -0.2648 -4.9509 -0.5021
49 C -2.0843 -4.1435 2.1524
50 H 1.0743 0.2133 5.8056
51 H -4.4223 4.8430 -0.6756
52 H 2.4749 2.6054 -1.7857
53 C -4.1081 -2.5636 3.2980
54 C 3.0637 3.0973 1.7155
55 C -1.8685 -3.6354 -1.0364
56 C 5.1959 2.5165 1.3689
57 H 1.1161 0.5866 3.2666
58 C 1.4327 2.8709 -1.8209
59 C 3.2467 -3.6589 -1.5387
60 N 4.3637 3.4944 1.9838
61 H -6.6381 1.2667 0.0836
62 H 1.2199 -3.1920 -1.1209
63 H 0.1596 4.5491 -1.4866
64 C -3.9296 -3.8630 3.7031
65 C -3.0903 -4.2232 -2.9477
66 C -2.2746 1.1516 -3.2888
67 C -3.3593 -2.0591 2.2037
68 C -2.3638 -5.4135 -3.0692
69 C 0.8265 5.0513 -3.2980
70 C 1.4264 -2.7763 3.3968
71 N 1.4363 4.7417 2.7966
72 H 2.2791 4.9854 -0.1482
73 C -1.7226 1.3524 -4.5724
74 H 0.4135 6.0676 -3.1303
75 H 4.6808 4.3165 2.4719
76 H 5.4331 -3.8644 -1.7965
77 C 1.3960 -2.9734 4.7824
78 H -4.6014 -0.0354 -0.0305
79 H 4.1440 -1.7623 1.6876
80 C 2.5172 -2.4213 0.4440
81 C 4.9003 -2.9138 0.0919
82 C 4.5937 -3.5627 -1.1527
83 H -3.6643 -2.5149 -1.5918
84 C -4.4853 1.0259 -0.2298
85 H -1.2533 -4.6598 1.7177
86 H 2.0739 5.4187 3.1253
87 C -1.1007 -4.7532 -1.1703
88 C 1.7743 3.6515 2.0172
89 H 4.4989 -0.8428 -2.8517
90 C -5.6354 3.1827 -0.2962
91 C -2.9555 -3.3679 -1.8535
92 H 1.6654 5.2553 -4.0440
93 H 0.9127 -0.7782 -4.4808
94 C -5.6708 1.8048 -0.1867
95 Fe 1.0598 1.7565 0.1771
96 H -4.5846 -4.3193 4.4499
97 N -0.0480 -2.4133 0.7839
98 H -2.1686 2.1238 -5.2068
99 H -3.5640 -1.0735 1.8591
100 N -0.6842 1.5538 -0.0366
101 C -0.3483 -0.2684 -2.8062
102 C -4.4101 3.7853 -0.5205
103 H -0.6841 -6.5705 -2.3331
104 C -2.4701 -2.9210 1.5439
105 H -3.1493 1.6366 -2.9700
106 H 1.5149 -3.6795 2.8040

---

What is the total energy in the fourth record?
-4751.768600 a.u.

---

total energy of number 2 (C46H47B2Cl5CsF2Ge2N11SSe)?
-11907.848554 a.u.

---

Among the records above, which one has the lowest total energy?
C46H47B2Cl5CsF2Ge2N11SSe